Record 1
ORCA calculation (wB97M-V/def2-TZVPD) on C6H10O2 as an isolated structure.

Calculated values
Relative energy (zero: lowest compared OMol25 entry of this formula, charge and spin) (kJ/mol): 200.9
Gap between HOMO and LUMO (eV): 10.28

Last column: Mulliken charge in e.
Positions of all 18 atoms, in Å:
1 C -2.55891 -0.20612 0.00712  -0.744
2 C -0.27202 0.23536 -0.01387  0.363
3 C 0.86925 1.26633 0.01395  -0.748
4 C 1.40153 -0.86032 -0.00986  -0.224
5 C 0.31141 -0.75324 1.09472  -0.493
6 C 0.25858 -0.72945 -1.08297  -0.510
7 H -3.49547 0.36672 0.14193  0.271
8 H -2.55448 -0.70417 -0.96465  0.295
9 H -2.46144 -0.95138 0.82274  0.262
10 H 0.90100 1.92667 -0.83766  0.356
11 H 0.85905 1.84014 0.94400  0.329
12 H 2.13585 -1.63392 0.00297  0.522
13 H 0.64634 -0.27303 2.04744  0.242
14 H -0.28974 -1.65791 1.22242  0.356
15 H -0.29921 -1.67772 -1.18028  0.358
16 H 0.52192 -0.32979 -2.06259  0.262
17 O -1.52546 0.77158 0.00471  -0.441
18 O 2.02260 0.40080 -0.02856  -0.453

Record 2
ORCA calculation (wB97M-V/def2-TZVPD) on C12H22N2O14S2V as an isolated structure.

Calculated values
Gap between HOMO and LUMO (eV): 7.88
Total charge: -1

Last column: Mulliken charge in e.
Positions of all 53 atoms, in Å:
1 O 2.43967 0.31625 0.23620  -0.697
2 V 1.32315 -0.83187 0.41490  1.603
3 O -0.15401 -0.28442 0.64858  -0.605
4 N 2.00698 -1.72539 3.64651  0.875
5 O 2.41614 -1.19049 4.67752  -0.586
6 O 1.60117 -2.89889 3.67037  -0.629
7 O 1.97786 -1.09741 2.54624  -0.547
8 N 0.68220 -3.71859 -0.53595  1.143
9 O 1.67030 -2.96144 -0.23196  -0.567
10 O 0.89163 -4.77062 -1.14115  -0.658
11 O -0.46039 -3.36597 -0.19866  -0.584
12 O -5.42933 1.22808 1.70034  -0.647
13 S -4.66053 0.31549 0.88381  1.233
14 O -5.28297 -0.69863 0.06057  -0.640
15 O -3.79409 1.30542 -0.09896  -0.405
16 C -3.16475 0.67663 -1.21597  0.337
17 C -2.30228 1.70099 -1.91231  -1.260
18 C -3.27764 -0.40999 1.83650  -0.688
19 H -3.90457 0.25606 -1.90265  0.390
20 H -2.56689 -0.20492 -0.95676  -0.068
21 H -1.27406 1.73245 -1.54611  0.198
22 H -2.70838 2.70074 -1.74572  0.413
23 H -2.21274 1.55611 -2.98881  0.307
24 H -3.20914 -1.40632 1.40584  0.307
25 H -3.48210 -0.30493 2.89460  0.468
26 H -2.37654 0.11641 1.53019  0.060
27 O 0.68674 0.56426 -3.77025  -0.612
28 S 0.45137 -0.74361 -3.22064  1.005
29 O 0.63394 -0.97520 -1.81365  -0.059
30 O -1.06612 -1.11659 -3.62351  -0.363
31 C -1.57175 -2.34735 -3.08809  0.254
32 C -2.57506 -2.86282 -4.10820  -1.584
33 C 1.47709 -2.00298 -4.06447  -0.913
34 H -1.89109 -2.34771 -2.04635  0.219
35 H -0.83289 -3.15921 -3.05411  0.225
36 H -3.18727 -3.69806 -3.75267  0.432
37 H -2.11769 -3.30211 -4.99635  0.311
38 H -3.31564 -2.12424 -4.42021  0.352
39 H 1.30337 -2.90465 -3.47744  0.245
40 H 2.50166 -1.66648 -3.95791  0.398
41 H 1.04229 -2.08805 -5.05542  0.370
42 C 2.88668 2.63830 3.04073  -0.229
43 C 2.33167 3.64379 3.82793  -0.386
44 C 3.06348 4.66568 4.40236  -0.418
45 C 4.40109 4.76608 4.05209  -0.285
46 C 4.99775 3.81273 3.24743  -0.473
47 C 4.24624 2.75719 2.74205  -0.296
48 H 2.17421 1.90564 2.69340  0.374
49 H 1.27698 3.61587 4.08759  0.307
50 H 2.63304 5.28648 5.17670  0.349
51 H 4.89513 5.69655 4.31805  0.318
52 H 6.06524 3.90408 3.09302  0.335
53 H 4.74085 2.04764 2.09077  0.371

Record 3
ORCA calculation (wB97M-V/def2-TZVPD) on C4H7N2 as an isolated structure.

Calculated values
Relative energy (zero: lowest compared OMol25 entry of this formula, charge and spin) (kJ/mol): 344.5
Gap between HOMO and LUMO (eV): 9.76
Total charge: +1

Last column: Mulliken charge in e.
Positions of all 13 atoms, in Å:
1 C 1.74124 -0.43899 -0.07129  -0.007
2 C -1.47576 0.64562 0.08523  -0.415
3 C -0.77535 -0.75578 0.08329  -0.606
4 C -0.08525 1.14803 -0.07525  -0.052
5 N 2.56606 0.43840 0.05470  -0.423
6 N 0.43583 -0.02668 -0.13192  0.119
7 H 1.84684 -1.52916 -0.24528  0.392
8 H -2.13243 0.75743 -0.79093  0.281
9 H -2.15688 0.64821 1.01726  0.298
10 H -0.57269 -1.36959 0.97772  0.377
11 H -1.10261 -1.31192 -0.70630  0.303
12 H 0.53267 2.04029 -0.22182  0.453
13 H 3.54812 0.38178 0.10314  0.280

Record 4
ORCA calculation (wB97M-V/def2-TZVPD) on C34H25ClN2OPV as an isolated structure.

Calculated values
Relative energy (zero: lowest compared OMol25 entry of this formula, charge and spin) (kJ/mol): 0.0
Gap between HOMO and LUMO (spin up / spin down) (eV): 5.98 / 6.46
Spin multiplicity: 2
Total charge: +3

Last column: Mulliken spin population.
Positions of all 65 atoms, in Å:
1 V -0.49655 -1.00627 -0.54657  1.277
2 Cl -6.72490 1.95587 -2.72166  -0.005
3 C -5.39765 1.11285 -2.05717  -0.017
4 C -5.61568 0.09935 -1.12116  0.017
5 C -4.55609 -0.60474 -0.56545  -0.007
6 C -3.27800 -0.27510 -0.95841  -0.010
7 O -2.19645 -0.92392 -0.42964  -0.100
8 C -3.02363 0.73317 -1.90282  0.024
9 C -1.70254 0.98758 -2.38340  0.050
10 N -0.62409 0.40248 -1.94974  -0.082
11 C 0.62754 0.56574 -2.62374  -0.020
12 C 1.06184 1.67394 -3.29829  -0.009
13 C 2.30231 1.63697 -3.97123  0.001
14 C 3.07226 0.50576 -3.97062  -0.005
15 C 2.65184 -0.64337 -3.25627  0.002
16 C 3.36079 -1.86489 -3.22274  0.002
17 C 2.86282 -2.92898 -2.50923  0.003
18 C 1.68343 -2.77146 -1.78306  0.026
19 N 0.98460 -1.63774 -1.78639  -0.014
20 C 1.43451 -0.58714 -2.55912  0.012
21 C -4.10889 1.42486 -2.45618  0.017
22 H -6.63074 -0.14209 -0.83405  0.000
23 H -4.72639 -1.39296 0.15476  0.000
24 H -1.60292 1.67903 -3.21762  -0.003
25 H 0.47114 2.58112 -3.32673  0.000
26 H 2.63059 2.51576 -4.50887  0.000
27 H 4.00607 0.47473 -4.51711  0.000
28 H 4.28971 -1.95912 -3.77257  0.000
29 H 3.37418 -3.88070 -2.48922  0.000
30 H 1.29115 -3.57998 -1.17949  -0.007
31 H -3.94539 2.19691 -3.19733  0.000
32 C 1.58156 -4.19928 1.55316  -0.005
33 C 2.54317 -3.19393 1.67439  -0.002
34 C 2.17714 -1.85930 1.65441  0.003
35 C 0.82117 -1.51966 1.55854  -0.027
36 C -0.15011 -2.53886 1.42259  -0.004
37 C 0.23891 -3.87754 1.41669  0.014
38 P 0.22247 0.16531 1.41393  -0.084
39 C 1.49361 1.39283 1.35494  -0.010
40 C 2.53000 1.30847 0.41542  0.009
41 C 3.52821 2.26278 0.41893  0.004
42 C 3.49123 3.30264 1.34575  -0.011
43 C 2.46077 3.39056 2.27146  0.002
44 C 1.45342 2.43879 2.28242  -0.011
45 C -1.09567 0.50370 2.54899  -0.014
46 C -1.18577 -0.17593 3.76583  -0.008
47 C -2.19339 0.16618 4.65365  0.001
48 C -3.09484 1.17233 4.32956  -0.005
49 C -3.00152 1.84868 3.11633  0.002
50 C -2.00424 1.51668 2.21800  -0.009
51 H 1.88392 -5.23812 1.58677  0.000
52 H 3.58453 -3.45988 1.80257  0.000
53 H 2.92682 -1.08441 1.75586  0.000
54 H -1.21228 -2.29649 1.48071  -0.002
55 H -0.50950 -4.65684 1.35455  0.000
56 H 2.56593 0.49716 -0.30428  0.006
57 H 4.33950 2.20269 -0.29381  0.000
58 H 4.27522 4.04823 1.34480  0.000
59 H 2.44250 4.19840 2.98998  0.000
60 H 0.65409 2.50528 3.00894  -0.001
61 H -0.47366 -0.94854 4.02926  -0.001
62 H -2.26882 -0.34557 5.60331  0.000
63 H -3.87504 1.43723 5.03074  0.000
64 H -3.70286 2.63696 2.87889  0.000
65 H -1.92134 2.05175 1.27784  0.000

Record 5
ORCA calculation (wB97M-V/def2-TZVPD) on a 2-piece molecular cluster, C4H13N2 overall.

Calculated values
Relative energy (zero: lowest compared OMol25 entry of this formula, charge and spin) (kJ/mol): 719.3
Gap between HOMO and LUMO (eV): 5.97
Total charge: +1

Last column: Mulliken charge in e.
Positions of all 19 atoms, in Å:
1 C 0.49495 -0.64403 -1.28032  -0.577
2 C -0.59475 -1.31387 -0.43352  -0.566
3 C -1.84031 -0.42434 -0.32087  -0.658
4 C -1.85097 0.92647 0.44467  -0.387
5 N -1.23510 1.94895 -0.45089  -0.327
6 N 0.95157 0.49303 -0.55641  -0.333
7 H 0.18892 -0.35139 -2.30667  0.418
8 H 1.34253 -1.38015 -1.38078  0.419
9 H -0.89154 -2.27571 -0.89728  0.378
10 H -0.00307 -1.50179 0.47728  0.314
11 H -2.54779 -1.14022 0.15976  0.297
12 H -2.23973 -0.24462 -1.35408  0.370
13 H -2.80728 1.24083 0.85390  0.457
14 H 6.03662 -0.67673 3.49477  -0.006
15 H -1.05434 0.77471 1.26513  0.305
16 H -0.13354 1.54810 -0.66739  0.275
17 H 5.71369 -0.79117 4.18128  0.006
18 H 1.71212 0.88465 -1.10804  0.326
19 H -1.24199 2.92730 -0.12053  0.289

Record 6
ORCA calculation (wB97M-V/def2-TZVPD) on a 2-piece molecular cluster, CH2NO3S overall.

Calculated values
Relative energy (zero: lowest compared OMol25 entry of this formula, charge and spin) (kJ/mol): 245.4
Gap between HOMO and LUMO (spin up / spin down) (eV): 8.06 / 8.06
Total charge: -1

Last column: Mulliken charge in e.
Positions of all 8 atoms, in Å:
1 C 1.45822 0.08026 0.21837  0.682
2 N -0.73270 -1.58653 -0.14439  -0.467
3 O 2.37488 0.25229 -0.53780  -0.597
4 O 1.29777 0.10464 1.40040  -0.562
5 O -1.35060 1.65992 -0.23816  -0.834
6 S -0.18043 -0.34730 -0.91724  0.306
7 H -1.57042 -1.91568 -0.51013  0.226
8 H -1.29672 1.75241 0.72896  0.245